This record from the Open Molecules 2025 dataset describes an isolated molecule of C3H3NO2 at a distorted geometry. The level of theory is ωB97M-V/def2-TZVPD.

Structure (ORCA input):
```
! wB97M-V def2-TZVPD RIJCOSX def2/J DEFGRID3
* xyz 0 1
C -0.30410 -0.54170 0.01125
C -1.74932 -0.11193 -0.10654
C 2.00557 0.46060 0.11350
N 0.59376 0.32039 -0.18062
O 3.13743 0.34018 -0.35525
O -2.18665 0.99850 -0.19642
H -0.06535 -1.52324 0.49191
H -2.53874 -0.82910 -0.18912
H 1.73065 0.91916 0.99385
*
```

## Properties
energy	-321.25277	a.u.
energy above the lowest of the compared OMol25 structures with the same formula, charge and spin	327.85	kJ/mol
structure (SMILES)	O=C/C=N/C=O
HOMO energy	-10.233	eV